{
  "formula": "C28H30IrN2P2S3",
  "method": "ωB97M-V with the def2-TZVPD basis set",
  "symbols": ["Ir", "S", "C", "S", "S", "C", "C", "P", "C", "C", "C", "C", "C", "C", "C", "C", "C", "C", "C", "C", "C", "P", "C", "C", "C", "C", "C", "C", "C", "C", "C", "C", "C", "C", "H", "H", "H", "H", "H", "H", "H", "H", "H", "H", "H", "H", "H", "H", "H", "H", "H", "H", "H", "H", "H", "H", "H", "H", "H", "H", "N", "N", "H", "H", "H", "H"],
  "xyz": [[0.2599, -1.4489, 0.3694], [4.2736, -3.7215, 0.4102], [2.7339, -3.0785, 0.3926], [2.0123, -2.5127, 1.8445], [1.7987, -2.8795, -1.0428], [-0.5601, 2.3371, 1.1693], [0.5616, 2.3130, 0.1386], [1.5763, 0.7641, 0.1461], [2.8416, 1.0666, -1.1269], [3.6393, -0.0118, -1.5103], [4.5952, 0.1254, -2.4981], [4.7728, 1.3538, -3.1169], [3.9960, 2.4348, -2.7313], [3.0239, 2.2987, -1.7553], [2.3660, 0.9492, 1.7765], [1.6947, 0.4377, 2.8874], [2.1899, 0.6519, 4.1590], [3.3668, 1.3678, 4.3249], [4.0418, 1.8686, 3.2223], [3.5433, 1.6689, 1.9452], [-1.8601, 1.6590, 0.7427], [-1.7580, -0.0159, -0.0505], [-3.2118, -0.8204, 0.6842], [-4.4834, -0.7976, 0.1232], [-5.5461, -1.3405, 0.8280], [-5.3356, -1.9278, 2.0659], [-4.0644, -1.9584, 2.6249], [-3.0040, -1.4008, 1.9385], [-2.0526, 0.2340, -1.8260], [-2.4450, -0.8739, -2.5865], [-2.6016, -0.7663, -3.9549], [-2.3306, 0.4347, -4.5956], [-1.9358, 1.5347, -3.8502], [-1.7999, 1.4418, -2.4780], [-0.8041, 3.3774, 1.3929], [-0.2044, 1.9015, 2.1038], [1.2688, 3.1115, 0.3792], [0.1856, 2.4720, -0.8717], [3.5178, -0.9652, -1.0191], [5.1989, -0.7226, -2.7836], [5.5110, 1.4649, -3.8967], [4.1412, 3.3963, -3.1996], [2.4428, 3.1637, -1.4804], [0.7826, -0.1463, 2.7421], [1.6636, 0.2691, 5.0198], [3.7583, 1.5291, 5.3167], [4.9566, 2.4244, 3.3593], [4.0641, 2.0637, 1.0842], [-2.4232, 2.2924, 0.0509], [-2.4816, 1.5208, 1.6310], [-4.6452, -0.3479, -0.8454], [-6.5409, -1.2992, 0.4128], [-6.1632, -2.3580, 2.6062], [-3.9132, -2.3988, 3.5980], [-1.9999, -1.3886, 2.3582], [-2.6387, -1.8115, -2.0842], [-2.9224, -1.6212, -4.5293], [-2.4293, 0.5157, -5.6664], [-1.7287, 2.4698, -4.3428], [-1.5256, 2.3283, -1.9287], [-0.7453, -3.7880, 0.9251], [-1.3671, -3.2706, -0.2603], [-0.4882, -4.7745, 0.8499], [-1.3706, -3.6800, 1.7194], [-2.3841, -3.3540, -0.2346], [-1.0121, -3.7623, -1.0775]],
  "forces_ev_per_a": [[0.1, -0.4, -0.5], [0.2, -0.2, -0.1], [-0.8, 0.2, 0.2], [0.2, 0.2, -0.5], [-0.1, 0.0, 0.4], [0.0, 0.0, 0.0], [0.1, -0.2, -0.1], [0.3, 0.7, 0.2], [-0.2, -0.3, 0.0], [0.0, 0.0, 0.2], [0.0, 0.1, 0.0], [-0.1, -0.1, 0.0], [0.0, 0.1, -0.1], [0.0, -0.1, 0.2], [-0.2, -0.2, -0.2], [0.0, 0.0, -0.1], [-0.1, 0.0, 0.1], [0.0, 0.0, -0.1], [0.0, 0.0, 0.1], [-0.1, -0.1, -0.1], [0.2, -0.2, 0.0], [-0.4, 0.3, 0.4], [0.3, -0.1, -0.2], [0.2, 0.1, 0.0], [0.0, -0.1, 0.1], [0.0, 0.0, 0.0], [0.0, 0.0, 0.1], [0.0, 0.1, -0.3], [0.3, -0.3, 0.1], [0.1, 0.1, 0.2], [0.0, -0.1, -0.1], [0.0, 0.0, 0.2], [0.0, -0.1, -0.2], [-0.1, 0.0, 0.2], [0.0, 0.0, 0.0], [0.0, 0.1, 0.0], [0.0, -0.1, -0.1], [0.1, 0.1, 0.0], [0.0, 0.0, 0.0], [0.1, -0.1, 0.0], [0.1, 0.0, 0.0], [0.0, 0.1, 0.0], [-0.1, 0.1, 0.0], [0.1, 0.2, 0.2], [0.0, -0.1, 0.1], [0.1, 0.0, 0.1], [0.1, 0.0, 0.0], [0.1, 0.0, 0.0], [0.0, -0.1, 0.0], [0.0, 0.0, -0.2], [0.0, 0.1, -0.1], [-0.1, 0.0, -0.1], [-0.1, 0.0, 0.1], [0.0, -0.1, 0.1], [-0.1, 0.0, 0.2], [-0.1, -0.1, -0.1], [0.0, -0.1, 0.0], [0.0, 0.0, -0.1], [0.0, 0.2, -0.1], [0.0, 0.1, 0.1], [-0.3, 0.1, -0.3], [0.2, -0.3, 0.2], [0.0, 0.3, -0.1], [0.0, 0.1, -0.2], [0.1, 0.1, 0.1], [0.1, 0.0, 0.1]],
  "s_squared": 8.768,
  "gap_ev": [6.55, 5.46],
  "e_homo_ev": [-12.8, -14.3],
  "relative_energy_kj_mol": 65.89,
  "total_charge": 2,
  "energy_ha": -3175.419010,
  "spin_multiplicity": 6,
  "e_lumo_ha": [-0.22827, -0.32415]
}